4 unconnected molecules or ions with the total composition C4H18N2O3 in a non-equilibrium geometry. Source: the OMol25 dataset; level of theory: ωB97M-V with the def2-TZVPD basis set.

Structure (XYZ):
```
27
Properties=species:S:1:pos:R:3:forces:R:3
C 1.055603 0.647010 -0.209050 0.14 -0.40 -1.35
N 1.020906 1.346869 -1.502140 -0.15 0.66 0.46
C 0.367789 -0.730438 -0.146499 -0.67 0.63 -0.33
C -1.102840 -0.664149 -0.644394 0.74 -0.68 1.26
C -2.047177 -0.033624 0.398380 -1.11 -0.42 -1.03
N -2.798733 -1.049960 1.115955 0.06 0.03 -0.11
H 0.491570 1.224483 0.521276 0.44 0.54 0.04
H 2.126477 0.628796 -0.010895 -0.23 -0.49 1.02
H 1.142583 0.795359 -2.332313 -0.22 -0.25 -0.03
H 0.265692 2.021042 -1.587934 -0.05 -0.25 -0.21
H 0.277697 -0.962715 0.913263 0.27 -0.36 0.22
H 0.873382 -1.565031 -0.640749 0.32 0.30 -0.06
H -1.398017 -1.714331 -0.742763 -0.30 0.12 -0.20
H -1.213109 -0.214997 -1.625090 0.22 0.08 -0.07
H -1.610375 0.699995 1.067675 0.57 0.00 0.01
H -2.785211 0.508974 -0.196297 -0.14 0.35 0.18
H -2.463352 -1.992363 1.179824 -0.04 0.18 0.20
H -3.595456 -0.757831 1.653268 0.22 -0.23 0.08
H 2.119953 -0.436418 3.512246 -0.21 -0.24 -0.13
H 0.789739 -1.173311 3.281326 0.03 0.11 -0.05
O 1.714842 -1.316511 3.510167 0.17 0.12 0.16
H -2.040597 1.488900 -1.826405 -0.11 0.03 0.00
H -2.236596 2.805533 -2.513285 -0.10 -0.08 -0.12
O -2.446886 1.858685 -2.624805 0.12 0.24 0.04
H 4.521486 0.233586 -0.595681 -0.08 -0.57 0.01
H 4.522688 -1.281784 -0.116410 -0.02 0.15 -0.42
O 4.447943 -0.365769 0.161330 0.12 0.43 0.41
```
Forces are in eV/Å.

Summary:
E in Eh: -498.3478
Spin multiplicity: 2
Frontier orbital gap (spin up / spin down) in eV: 2.25 / 8.59
Energy relative to the best compared isomer or geometry (same formula, charge and spin) in kcal per mole: 18.8
Total charge: -1
Strongest force on any atom in hartree/bohr: 0.03128

Here are the natural (NBO) charges for atoms 1 to 8, given in e: atom 1 (C): -0.38, atom 2 (N): -0.93, atom 3 (C): -0.43, atom 4 (C): -0.43, atom 5 (C): -0.40, atom 6 (N): -0.90, atom 7 (H): 0.18, atom 8 (H): 0.19

***

A molecular structure, C4H18N4Si in a non-equilibrium geometry. Source: the OMol25 dataset; level of theory: ωB97M-V with the def2-TZVPD basis set.

Structure (XYZ):
```
27
Properties=species:S:1:pos:R:3:forces:R:3
C -2.777539 1.142979 0.263002 -2.02 2.45 4.93
C -2.830440 -1.191566 -0.067696 0.69 -1.50 4.23
C 2.763447 0.533159 1.126893 -0.29 1.48 -2.87
C 2.302123 -1.434307 -0.421333 2.91 -0.02 -0.38
N -1.004631 0.269953 -0.787907 9.37 1.76 -8.88
N 1.616426 0.789654 -1.050218 1.54 4.68 2.01
N -2.023276 -0.021219 0.323855 -11.80 -2.82 5.21
N 1.862343 -0.116233 0.057120 -0.54 1.00 1.01
Si 0.074909 0.005552 0.532458 2.03 -0.96 0.11
H -2.302166 2.025100 0.791572 0.15 -0.69 -0.86
H -3.007514 1.455569 -0.756536 -0.18 -0.19 -0.34
H -3.677714 1.058234 0.908763 0.11 -0.05 -0.93
H -2.314547 -2.094041 0.371028 -0.41 0.53 -1.05
H -3.786146 -1.182198 0.478419 0.19 0.18 -0.55
H -2.958607 -1.230228 -1.135787 0.17 0.08 -0.68
H 2.662653 0.129605 2.062732 -0.49 -1.46 2.17
H 3.798822 0.560201 0.837030 0.45 -0.52 -0.45
H 2.468448 1.583763 1.163051 -0.23 -0.12 0.15
H 1.645581 -1.977058 -1.126427 0.20 1.13 -0.26
H 3.371447 -1.083059 -0.834201 -2.16 -1.99 0.53
H 2.334851 -2.176205 0.399624 0.59 0.80 -0.03
H -1.160588 -0.393607 -1.511936 0.15 -0.35 -0.79
H -1.323634 1.210508 -0.972125 0.85 0.12 -0.72
H 2.069947 0.540186 -1.866418 1.09 -1.62 -2.21
H 2.167892 1.749244 -0.868086 -1.68 -2.50 -0.09
H 0.019582 -1.476886 0.897261 -0.66 1.07 0.28
H 0.008329 1.322898 1.185857 -0.03 -0.48 0.47
```
Forces are in eV/Å.

Summary:
E in Eh: -670.7280
Spin multiplicity: 3
Frontier orbital gap (spin up / spin down) in eV: 6.17 / 6.62
Total charge: +2
Strongest force on any atom in hartree/bohr: 0.25674

Here are the natural (NBO) charges for atoms 1 to 8, given in e: atom 1 (C): -0.55, atom 2 (C): -0.48, atom 3 (C): -0.41, atom 4 (C): -0.46, atom 5 (N): -0.98, atom 6 (N): -0.68, atom 7 (N): -0.07, atom 8 (N): -0.39

***

4 unconnected molecules or ions with the total composition C4H18NO3 in a non-equilibrium geometry. Source: the OMol25 dataset; level of theory: ωB97M-V with the def2-TZVPD basis set.

Structure (XYZ):
```
26
Properties=species:S:1:pos:R:3:forces:R:3
C -0.004366 0.125124 -0.652418 0.49 -0.74 0.62
C 1.187723 0.510337 0.216210 -0.07 0.35 0.17
C 1.883271 -0.501398 1.163879 0.25 -0.58 -0.67
C 1.165200 -1.505672 2.119739 0.75 1.30 0.26
N -1.155981 -0.363514 0.200425 -0.54 0.28 -0.40
H 0.282614 -0.675500 -1.331761 -0.21 -0.16 -0.01
H -0.374504 0.967449 -1.230484 0.14 0.06 0.01
H 0.879718 1.413819 0.752065 0.20 -0.03 0.16
H 1.969908 0.807397 -0.486469 -0.17 0.28 0.07
H 2.608942 0.092471 1.721215 -0.25 0.04 0.27
H 2.558044 -1.108905 0.551182 -0.28 0.01 -0.26
H 0.127275 -1.734473 1.913509 0.02 -0.41 -0.11
H 1.767085 -2.407386 2.126300 -0.30 -0.28 0.03
H 1.213057 -1.096677 3.131543 -0.25 -0.14 0.01
H -0.868880 -0.609347 1.141416 0.29 -0.25 -0.08
H -1.792412 0.446198 0.358185 0.24 -0.43 -0.16
H -1.665494 -1.148551 -0.271424 0.01 0.71 0.44
H -3.106030 -2.208235 -1.922374 -0.10 0.17 -0.12
H -2.776170 -0.696431 -2.091761 -0.25 -0.17 -0.30
O -3.012717 -1.372722 -1.447793 0.20 -0.18 0.11
H 1.311781 0.619227 -3.221124 -0.08 -0.01 0.19
H 2.166242 1.740084 -3.659708 0.08 0.36 0.30
O 1.658537 1.456048 -2.886247 0.01 -0.38 -0.58
H -1.320043 2.779418 1.329576 0.16 -0.07 -0.17
H -2.759863 2.355165 1.467617 -0.05 -0.11 -0.16
O -1.942932 2.116075 1.008706 -0.29 0.37 0.38
```
Forces are in eV/Å.

Summary:
E in Eh: -443.4379
Frontier orbital gap in eV: 11.76
Energy relative to the best compared isomer or geometry (same formula, charge and spin) in kcal per mole: 18.6
Total charge: +1
Strongest force on any atom in hartree/bohr: 0.02968

Here are the natural (NBO) charges for atoms 1 to 8, given in e: atom 1 (C): -0.22, atom 2 (C): -0.43, atom 3 (C): -0.42, atom 4 (C): -0.62, atom 5 (N): -0.73, atom 6 (H): 0.21, atom 7 (H): 0.24, atom 8 (H): 0.20

***

7 unconnected molecules or ions with the total composition C4H18NO9 in a non-equilibrium geometry. Source: the OMol25 dataset; level of theory: ωB97M-V with the def2-TZVPD basis set.

Structure (XYZ):
```
32
Properties=species:S:1:pos:R:3:forces:R:3
C -0.168743 0.561965 -2.226801 -2.28 1.73 -0.99
N 0.910262 0.985002 -1.505119 -1.72 3.26 2.17
C 0.676466 2.308019 -0.799107 1.24 -0.93 2.05
C 1.934623 0.273981 -0.992387 3.18 -1.22 -3.53
C 1.770607 -0.338242 0.421027 -1.86 0.33 2.83
O 1.476756 -1.512392 0.239387 0.26 -0.32 0.37
O 1.750014 0.437553 1.395603 0.49 -1.86 -1.50
O -1.206434 1.219171 -2.361885 1.90 -0.99 0.63
H -0.039958 -0.291652 -2.827903 0.50 -1.70 -0.47
H 1.448028 2.512203 0.032427 -0.98 -0.65 -1.60
H 0.765962 3.093849 -1.487946 -0.18 0.98 -1.12
H -0.283442 2.312433 -0.296261 -0.27 -0.05 -0.30
H 2.317297 -0.509767 -1.665054 -0.80 -0.11 0.18
H 2.825565 0.880697 -0.916922 0.25 0.68 0.62
H -1.063710 -1.953494 -0.335615 -2.32 -0.29 0.82
H -1.665206 -2.634841 0.922891 -1.20 1.19 -2.23
O -1.983753 -2.187696 0.045356 3.47 -0.69 1.70
H -1.787400 -1.088165 3.790603 1.97 -2.30 -2.26
H -1.842839 0.288830 4.214808 -0.93 -1.52 0.40
O -2.292489 -0.591293 4.346603 -1.91 3.46 2.37
H 2.289188 2.970245 2.426954 -1.80 1.60 3.84
H 2.431447 1.833494 1.563816 0.63 0.74 -0.19
O 2.713382 2.778319 1.661725 1.66 -1.51 -3.36
H -4.045104 -1.112629 -2.611171 0.70 -0.94 -0.67
H -2.959644 -0.354016 -3.258228 -0.24 -2.07 -0.34
O -3.304673 -1.313134 -3.240704 -0.27 3.10 1.06
H 0.342783 -0.431552 2.708202 0.32 0.30 -0.04
H 0.261365 1.065673 3.139347 -0.34 -1.23 -0.18
O -0.218071 0.205926 3.155800 0.53 1.29 0.06
H -0.617872 -2.550164 -2.356246 0.39 -1.72 0.86
H -0.250741 -3.467484 -1.148045 -0.65 -0.22 4.31
O -0.183669 -3.390839 -2.035156 0.24 1.69 -5.48
```
Forces are in eV/Å.

Summary:
E in Eh: -894.9823
Spin multiplicity: 2
Frontier orbital gap (spin up / spin down) in eV: 10.57 / 5.90
Energy relative to the best compared isomer or geometry (same formula, charge and spin) in kcal per mole: 0.0
Strongest force on any atom in hartree/bohr: 0.11169

Here are the natural (NBO) charges for atoms 1 to 8, given in e: atom 1 (C): 0.52, atom 2 (N): -0.32, atom 3 (C): -0.46, atom 4 (C): -0.27, atom 5 (C): 0.77, atom 6 (O): -0.43, atom 7 (O): -0.65, atom 8 (O): -0.52

***

5 unconnected molecules or ions with the total composition C4H18O4 in a non-equilibrium geometry. Source: the OMol25 dataset; level of theory: ωB97M-V with the def2-TZVPD basis set.

Structure (XYZ):
```
26
Properties=species:S:1:pos:R:3:forces:R:3
C -0.371658 0.303788 3.153373 -0.39 -3.41 -1.99
C -0.029333 0.864838 1.664182 0.81 1.96 -2.89
C 1.216542 0.144451 1.009023 -1.36 -1.17 1.04
C 2.642331 0.244761 1.560557 -1.83 -3.46 -3.48
H 0.094173 -0.731242 3.291873 -1.32 0.76 -0.92
H -1.474275 0.303276 3.263491 0.74 0.04 -0.08
H 0.152878 0.711422 3.925589 1.04 2.50 1.79
H 0.250459 1.972310 1.859861 -0.26 -1.40 0.03
H -0.925820 1.013731 0.829840 2.04 -1.21 2.59
H 1.304317 0.496198 -0.150560 -0.35 -0.82 0.67
H 0.932135 -1.012687 0.846632 0.38 2.11 -0.62
H 3.455774 0.299519 0.797566 -0.61 -0.49 0.28
H 2.740503 -0.699063 2.117203 0.50 -0.11 0.02
H 2.720064 1.030432 2.127831 0.62 4.35 3.41
H -2.018164 -0.376771 -6.203446 -0.30 -0.09 -2.59
H -1.707549 0.593202 -5.097094 0.26 1.40 0.18
O -1.907768 -0.298046 -5.295869 0.08 -1.33 2.48
H -1.262048 2.877863 -3.146530 0.76 -0.46 0.93
H -0.429333 2.029710 -1.978165 -0.75 1.18 -1.03
O -1.149300 2.046395 -2.643313 0.06 -0.57 0.17
H -1.849308 -4.107186 1.930166 1.03 -5.41 -1.66
H -2.873510 -3.028409 1.772984 0.68 -0.37 0.34
O -2.024934 -3.284126 2.183858 -1.67 5.84 1.30
H 0.415798 0.204010 -2.412840 -0.53 -0.51 -0.96
H 0.979583 -1.153056 -2.972885 -1.23 -2.78 -2.44
O 1.118444 -0.445317 -2.433326 1.61 3.44 3.44
```
Forces are in eV/Å.

Summary:
E in Eh: -463.6698
Spin multiplicity: 2
Frontier orbital gap (spin up / spin down) in eV: 10.60 / 3.49
Energy relative to the best compared isomer or geometry (same formula, charge and spin) in kcal per mole: 60.6
Total charge: +1
Strongest force on any atom in hartree/bohr: 0.12079

Here are the natural (NBO) charges for atoms 1 to 8, given in e: atom 1 (C): -0.53, atom 2 (C): -0.42, atom 3 (C): -0.36, atom 4 (C): -0.60, atom 5 (H): 0.23, atom 6 (H): 0.28, atom 7 (H): 0.23, atom 8 (H): 0.28

***

6 unconnected molecules or ions with the total composition C4H18O6 in a non-equilibrium geometry. Source: the OMol25 dataset; level of theory: ωB97M-V with the def2-TZVPD basis set.

Structure (XYZ):
```
28
Properties=species:S:1:pos:R:3:forces:R:3
C -2.157214 0.796610 0.500928 1.26 -2.51 -0.94
C 0.407788 2.047188 -2.192304 0.24 1.62 0.32
O 1.614296 1.376332 -1.904022 0.13 -0.70 0.92
C -0.690884 2.006536 -1.151175 0.23 -0.26 -0.41
C -1.060650 0.887241 -0.555856 -1.31 0.50 -0.25
H -3.092256 0.667112 0.002205 -0.84 -0.24 -0.46
H -1.965304 -0.198235 1.006045 -0.49 1.31 0.15
H -2.294864 1.629321 1.141808 0.42 0.73 0.77
H 0.750702 3.128094 -2.212310 -0.79 -1.06 -0.92
H 0.035796 1.603253 -3.115501 -0.14 0.69 -0.45
H 1.412965 0.686161 -1.258061 0.13 -0.05 -0.14
H -1.298100 2.893616 -1.040802 0.37 0.49 0.50
H -0.722808 -0.034914 -1.012779 0.16 0.02 0.55
H 3.887988 0.068674 0.987979 -0.17 0.42 0.00
H 2.823938 1.226940 0.812626 0.26 -0.15 -0.01
O 3.061112 0.325731 0.562331 0.17 -0.32 0.00
H 0.038690 -2.147907 -0.910825 -0.82 0.73 -0.84
H 0.641025 -2.892179 -1.926544 -0.27 -0.25 -1.09
O -0.166840 -2.358850 -1.862793 0.99 -0.60 1.53
H 0.444642 -0.711947 1.106078 0.43 0.09 -0.06
H 1.692876 -0.957473 0.166755 -0.62 0.24 0.54
O 0.716212 -1.019981 0.225623 0.71 -0.61 0.50
H 0.602650 -0.447880 3.967419 0.14 -0.19 -0.16
H -0.538743 0.416950 3.520775 -0.10 -0.03 -0.32
O 0.104009 -0.215138 3.176285 -0.03 0.16 0.29
H -0.888435 -2.663613 1.165492 -0.01 -0.05 0.13
H -1.647124 -3.033258 -0.083925 -0.15 -0.13 0.22
O -1.711464 -3.078384 0.884548 0.14 0.14 -0.39
```
Forces are in eV/Å.

Summary:
E in Eh: -614.5779
Frontier orbital gap in eV: 8.85
Energy relative to the best compared isomer or geometry (same formula, charge and spin) in kcal per mole: 36.5
Strongest force on any atom in hartree/bohr: 0.05754
SMILES: C/C=C/CO.O.O.O.O.O

Here are the natural (NBO) charges for atoms 1 to 8, given in e: atom 1 (C): -0.66, atom 2 (C): -0.10, atom 3 (O): -0.73, atom 4 (C): -0.25, atom 5 (C): -0.18, atom 6 (H): 0.22, atom 7 (H): 0.22, atom 8 (H): 0.21